[1]
ORCA calculation (ωB97M-V/def2-TZVPD) on a molecular structure, C31H41As3NO7Pt in a non-equilibrium geometry.

Each line ends with the Mulliken spin population.
CARTESIAN COORDINATES (ANGSTROEM)
1 Pt -0.81450 0.18890 -0.63222  0.740
2 C 3.69947 1.02320 -0.95268  0.110
3 As 1.75100 0.74588 -1.26881  0.094
4 C 1.54622 2.31852 -2.40744  0.003
5 C 1.83978 -0.52574 -2.78785  0.015
6 C 1.96171 -2.04372 -2.51871  -0.014
7 C 2.70540 -2.67365 -3.70479  0.001
8 C 0.58500 -2.72252 -2.43838  0.032
9 As -0.70861 -2.12275 -1.07212  -0.017
10 C -2.28403 -2.93616 -1.83923  -0.005
11 C -0.33335 -3.37166 0.36979  0.008
12 C 2.75965 -2.28400 -1.22534  0.004
13 As 3.17861 -4.14989 -0.73618  0.000
14 C 4.96500 -4.27308 -1.56133  0.000
15 C 3.84864 -3.66474 1.04750  0.000
16 H 4.09084 0.31672 -0.22237  -0.004
17 H 3.80894 2.03147 -0.55148  0.001
18 H 4.26297 0.94299 -1.88412  0.001
19 H 2.38806 2.40814 -3.09501  0.002
20 H 1.47382 3.21215 -1.78932  0.003
21 H 0.61955 2.22756 -2.97256  0.001
22 H 2.68356 -0.19916 -3.40497  -0.001
23 H 0.92674 -0.32429 -3.35358  -0.007
24 H 2.19611 -2.44003 -4.64292  0.000
25 H 2.73745 -3.76243 -3.60202  0.000
26 H 3.73194 -2.30068 -3.77015  0.001
27 H 0.72750 -3.79683 -2.29551  -0.001
28 H 0.07152 -2.59445 -3.39589  0.008
29 H -2.11258 -4.00016 -2.00812  0.001
30 H -2.52315 -2.44426 -2.78188  0.002
31 H -3.11692 -2.79068 -1.14918  -0.001
32 H -0.24661 -4.38054 -0.03306  -0.001
33 H -1.17189 -3.30919 1.06033  -0.003
34 H 0.58614 -3.10834 0.89260  0.004
35 H 2.19437 -1.86716 -0.38473  -0.012
36 H 3.70789 -1.74070 -1.27748  0.004
37 H 4.89738 -4.53257 -2.61680  0.000
38 H 5.53052 -5.05633 -1.05470  0.000
39 H 5.50579 -3.32985 -1.46078  0.000
40 H 3.01663 -3.38756 1.69545  0.000
41 H 4.53511 -2.81891 0.97495  0.000
42 H 4.37148 -4.50707 1.50041  0.000
43 O -4.10680 5.55512 -1.26778  0.095
44 C -3.46749 4.54637 -1.39793  0.026
45 C -4.00037 3.19522 -1.86841  -0.129
46 O -5.07247 2.99368 -2.37216  0.117
47 C -2.90354 2.20707 -1.60495  0.132
48 C -1.78459 2.91158 -0.98732  0.308
49 O -0.81161 2.32840 -0.46309  0.203
50 C -1.99136 4.37015 -1.07422  -0.139
51 O -1.16970 5.25238 -0.96454  0.168
52 O -2.87845 1.00555 -1.85573  0.248
53 C 2.48854 0.76948 3.97067  0.001
54 C 1.29121 1.57036 3.51845  0.011
55 C 1.43301 2.93973 3.30111  -0.002
56 C 0.36400 3.67984 2.83007  0.001
57 C -0.84892 3.06977 2.56354  -0.007
58 C -1.01280 1.69738 2.76726  0.009
59 N -2.16946 1.00288 2.43135  -0.001
60 C -3.37633 1.44696 1.90116  -0.022
61 C -3.92664 2.69101 2.23673  0.036
62 C -5.14381 3.09698 1.71676  -0.026
63 C -5.86078 2.26383 0.87184  0.018
64 C -5.35641 1.00415 0.59058  -0.030
65 C -4.13265 0.57113 1.08787  0.030
66 C -3.70676 -0.84380 0.72943  -0.018
67 O -4.55777 -1.60959 0.26635  0.011
68 O -2.45608 -1.12691 0.85194  -0.010
69 C 0.06596 0.94530 3.28671  -0.005
70 C -0.08664 -0.53551 3.52877  -0.010
71 H 3.36854 1.41044 4.02440  0.000
72 H 2.69347 -0.03789 3.26397  0.001
73 H 2.33639 0.32013 4.95445  0.000
74 H 2.39055 3.41237 3.48908  0.000
75 H 0.48496 4.73771 2.62991  0.000
76 H -1.63748 3.65094 2.10990  0.009
77 H -2.01904 0.02576 2.18957  0.001
78 H -3.41017 3.32945 2.93813  0.005
79 H -5.54392 4.06656 1.99149  0.000
80 H -6.80000 2.58770 0.44144  0.002
81 H -5.90325 0.31441 -0.03763  0.001
82 H -1.09698 -0.79362 3.84801  -0.001
83 H 0.60055 -0.88011 4.30104  0.000
84 H 0.12196 -1.09880 2.61243  0.000

## Properties
* net charge: -1
* <S²>: 2.0281
* lowest unoccupied orbital energy (spin up / spin down): 2.19 / 0.47 eV
* 2S+1: 3



[2]
ORCA calculation (ωB97M-V/def2-TZVPD) on 13 unconnected molecules or ions with the total composition BH28O12 in a non-equilibrium geometry.

Each line ends with the natural charge from an NBO analysis.
CARTESIAN COORDINATES (ANGSTROEM)
1 B 0.17084 -0.24103 -0.12343  -0.812
2 H -0.75410 -0.36457 0.55023  -0.034
3 H 0.15423 -1.08876 -0.90552  -0.015
4 H 0.08793 0.76552 -0.68646  -0.055
5 H 1.13363 -0.37008 0.49811  -0.020
6 O -0.80818 3.17307 -0.98684  -0.945
7 H -0.38383 3.81099 -1.57144  0.466
8 H -0.15035 2.46605 -0.88640  0.479
9 O 2.02003 -2.54574 -1.52966  -0.977
10 H 2.11464 -2.25298 -2.44032  0.464
11 H 1.51690 -1.82350 -1.09442  0.496
12 O 1.00600 -2.64906 1.55691  -0.971
13 H 0.87735 -2.01354 0.82055  0.497
14 H 1.87961 -3.02228 1.40037  0.468
15 O 3.52717 0.27578 1.81218  -0.967
16 H 3.46956 0.02123 0.88186  0.483
17 H 3.42580 1.23453 1.80233  0.482
18 O -2.79326 0.73576 -0.13631  -0.956
19 H -1.84199 0.53992 -0.16312  0.488
20 H -2.85710 1.55430 0.36680  0.458
21 O -2.82641 -1.21319 -2.70170  -0.933
22 H -2.08895 -1.24737 -2.07749  0.484
23 H -2.69894 -1.97490 -3.27595  0.449
24 O -3.42655 -2.07651 0.20764  -0.964
25 H -3.31913 -1.70481 1.11032  0.489
26 H -3.10487 -2.98227 0.27137  0.445
27 O 0.42205 0.23174 2.87170  -1.005
28 H 0.38476 0.00586 1.92576  0.505
29 H 1.02924 -0.41582 3.24354  0.485
30 O 0.01214 1.73596 -3.44421  -0.959
31 H -0.19258 0.84471 -3.74412  0.473
32 H -0.22577 1.73332 -2.50932  0.479
33 O 2.94336 0.89916 -1.15352  -0.975
34 H 2.13856 0.80245 -0.61542  0.504
35 H 2.94018 1.82191 -1.42472  0.468
36 O -2.79682 -0.65874 2.44282  -0.945
37 H -1.97104 -0.49627 1.96060  0.503
38 H -2.55872 -1.30043 3.12258  0.467
39 O 1.50696 2.50757 1.33554  -0.967
40 H 1.27056 3.35602 1.72301  0.467
41 H 0.76707 1.92602 1.56614  0.499

## Properties
* energy above the lowest of the compared OMol25 structures with the same formula, charge and spin: 26.06 kcal per mole
* net charge: -1
* lowest unoccupied orbital energy: 2.77 eV
* 2S+1: 1



[3]
ORCA calculation (ωB97M-V/def2-TZVPD) on a molecular structure, C34H28LiO3S2 in a non-equilibrium geometry.

Each line ends with the natural charge from an NBO analysis.
CARTESIAN COORDINATES (ANGSTROEM)
1 Li 1.82239 -0.85208 2.08794  0.926
2 C -2.22629 -7.73000 0.85520  -0.637
3 C -1.99192 -6.20668 0.96278  0.025
4 C -0.90147 -5.69823 1.70163  -0.200
5 C -0.71862 -4.31684 1.96712  -0.203
6 C -1.62277 -3.46583 1.33382  -0.251
7 C -2.71272 -3.90681 0.60207  -0.214
8 C -2.90022 -5.26290 0.37522  -0.192
9 S -1.07636 -1.72753 1.22862  1.275
10 O 0.02401 -1.55464 2.22857  -1.059
11 C -0.21869 -1.67780 -0.43047  -0.262
12 C 0.36737 -2.84580 -1.01667  -0.233
13 C 1.24436 -2.73159 -2.04713  -0.153
14 C 1.47650 -1.43021 -2.59773  -0.047
15 C 2.51255 -1.31903 -3.58558  -0.176
16 C 2.83023 -0.07561 -4.10411  -0.192
17 C 2.01689 1.02801 -3.82089  -0.216
18 C 0.96425 0.88753 -2.96931  -0.140
19 C 0.79371 -0.27146 -2.19480  -0.092
20 C -0.14656 -0.45013 -1.06785  0.073
21 C -0.90389 0.76449 -0.52958  -0.045
22 C -2.26010 1.01622 -0.87480  0.017
23 C -3.00097 0.20113 -1.76889  -0.215
24 C -4.28233 0.43110 -2.02217  -0.199
25 C -4.92398 1.58476 -1.48143  -0.175
26 C -4.24785 2.37984 -0.54902  -0.182
27 C -2.91158 2.14522 -0.31479  -0.074
28 C -2.21351 2.93986 0.61787  -0.147
29 C -0.85471 2.73677 0.88579  -0.217
30 C -0.17659 1.74157 0.21193  -0.246
31 S 1.63315 1.64621 0.17061  1.278
32 O 1.99146 0.85939 1.43801  -1.074
33 C 2.12414 3.30752 0.59836  -0.286
34 C 3.01268 3.41491 1.65938  -0.221
35 C 3.27162 4.67948 2.19801  -0.137
36 C 2.66010 5.85213 1.71789  -0.022
37 C 2.99152 7.22351 2.25397  -0.648
38 C 1.80380 5.68493 0.62246  -0.193
39 C 1.58023 4.45781 -0.01562  -0.204
40 H -2.05326 -8.21077 1.84834  0.235
41 H -1.54287 -8.18931 0.13966  0.232
42 H -3.25891 -7.81314 0.45157  0.226
43 H -0.18144 -6.33348 2.13278  0.214
44 H 0.03227 -3.91897 2.59738  0.233
45 H -3.37491 -3.19567 0.09184  0.232
46 H -3.74508 -5.56805 -0.21986  0.225
47 H 0.26728 -3.82285 -0.55984  0.237
48 H 1.76768 -3.59641 -2.42818  0.228
49 H 3.12399 -2.19231 -3.74311  0.219
50 H 3.69349 0.05199 -4.74726  0.226
51 H 2.37847 2.00240 -4.15757  0.229
52 H 0.33486 1.73559 -2.72424  0.208
53 H -2.55554 -0.69081 -2.21816  0.221
54 H -4.87175 -0.23024 -2.75624  0.231
55 H -5.89426 1.83532 -1.83645  0.225
56 H -4.65077 3.18961 0.04254  0.224
57 H -2.74974 3.75318 1.15761  0.225
58 H -0.28521 3.38117 1.49362  0.238
59 H 3.49115 2.47750 2.07451  0.254
60 H 4.01248 4.70456 3.01565  0.215
61 H 2.07650 7.84559 2.34353  0.229
62 H 3.63343 7.86462 1.61439  0.239
63 H 3.47730 7.27803 3.23053  0.232
64 H 1.24909 6.55350 0.20048  0.224
65 H 0.90764 4.38416 -0.88460  0.234
66 O 3.15479 -2.04965 2.91834  -1.003
67 H 4.09504 -2.01406 3.13398  0.514
68 H 2.63843 -2.69076 3.46238  0.509

## Properties
* energy above the lowest of the compared OMol25 structures with the same formula, charge and spin: 0.00 kcal per mole
* net charge: +1
* lowest unoccupied orbital energy: -2.61 eV
* 2S+1: 1



[4]
ORCA calculation (ωB97M-V/def2-TZVPD) on 3 unconnected molecules or ions with the total composition C3H3BrO in a non-equilibrium geometry.

Each line ends with the natural charge from an NBO analysis.
CARTESIAN COORDINATES (ANGSTROEM)
1 C -1.26348 -1.12564 -0.41749  -0.231
2 C -0.89301 -1.03102 0.71174  -0.220
3 C 0.04493 2.00607 -0.05406  0.498
4 O -1.03322 2.37366 -0.15111  -0.494
5 Br 2.97210 -0.62902 -0.15362  -0.176
6 H -1.12589 -0.81639 -1.41640  0.228
7 H 2.20828 0.41185 -0.25342  0.173
8 H -0.90970 -1.18952 1.73435  0.223

## Properties
* energy above the lowest of the compared OMol25 structures with the same formula, charge and spin: 50.25 kcal per mole
* lowest unoccupied orbital energy: 0.83 eV
* 2S+1: 1



[5]
ORCA calculation (ωB97M-V/def2-TZVPD) on 8 unconnected molecules or ions with the total composition C16H44Cl4O6S6 in a non-equilibrium geometry.

Each line ends with the Löwdin charge.
CARTESIAN COORDINATES (ANGSTROEM)
1 C 12.30270 6.88920 17.24695  -0.248
2 S 11.45485 8.32491 16.48543  0.802
3 O 10.04793 8.25486 17.02064  -0.577
4 C 12.29516 9.58880 17.56692  -0.219
5 H 11.87168 5.96608 16.87007  0.042
6 H 11.94939 6.90438 18.35875  0.088
7 H 13.39128 7.06849 17.22447  0.057
8 H 13.36827 9.49950 17.39442  0.037
9 H 12.07773 9.40114 18.62484  0.062
10 H 11.99227 10.56450 17.33495  0.025
11 C 7.86496 7.71845 10.00130  -0.229
12 S 9.56435 8.24111 10.24719  0.809
13 O 10.14407 8.31427 8.86743  -0.573
14 C 9.38910 9.92426 10.81804  -0.239
15 H 7.37049 7.68312 10.95795  0.034
16 H 8.02639 6.80191 9.42720  0.057
17 H 7.45099 8.40178 9.29564  0.045
18 H 9.21973 9.83931 11.88588  0.002
19 H 8.65138 10.48206 10.30228  0.050
20 H 10.37334 10.39692 10.70264  0.058
21 C 13.17712 8.11354 7.48780  -0.205
22 S 12.94284 9.98680 7.04100  0.760
23 O 14.09341 10.16948 6.15986  -0.564
24 C 11.47115 9.71335 6.04249  -0.265
25 H 13.27715 7.61508 6.46074  0.067
26 H 12.22508 7.73157 7.95459  0.023
27 H 14.10596 8.13745 8.12094  0.045
28 H 11.64070 8.87346 5.37341  0.052
29 H 11.41308 10.67812 5.48766  0.061
30 H 10.64614 9.57443 6.72167  0.024
31 C 8.36240 10.36672 14.86759  -0.207
32 S 7.22412 9.37205 13.81565  0.840
33 O 8.12272 8.26123 13.34825  -0.582
34 C 6.33987 8.57149 15.15009  -0.236
35 H 8.89491 10.94725 14.12206  0.041
36 H 8.92733 9.64355 15.36267  -0.003
37 H 7.80732 11.06105 15.45827  0.049
38 H 6.03182 9.31150 15.80625  0.027
39 H 7.03843 7.88174 15.62022  0.072
40 H 5.55146 8.09897 14.63178  0.033
41 C 15.78593 13.16316 13.82883  -0.257
42 S 16.22308 11.41819 13.97735  0.804
43 O 17.65490 11.34294 14.43353  -0.569
44 C 15.35666 11.07949 15.50502  -0.289
45 H 15.99803 13.61879 12.86322  0.027
46 H 16.47172 13.73764 14.49129  0.070
47 H 14.70421 13.22641 14.08784  0.066
48 H 15.83696 10.18074 15.93089  0.064
49 H 14.31756 10.78563 15.36711  0.013
50 H 15.44124 11.92588 16.21444  0.070
51 C 12.00286 7.08453 13.27582  -0.316
52 S 12.60740 8.71154 13.19691  0.761
53 O 13.59353 8.83219 14.32987  -0.603
54 C 13.56099 8.54118 11.62236  -0.215
55 H 11.53271 6.81707 14.30166  0.054
56 H 12.85551 6.41483 13.00384  0.064
57 H 11.18801 6.90584 12.43555  0.076
58 H 14.33762 7.81468 11.87768  0.058
59 H 13.93518 9.54952 11.30443  0.051
60 H 12.76301 8.23968 10.89994  0.049
61 Cl 18.61765 6.65714 12.11275  0.473
62 C 18.49457 8.23303 13.06278  -0.589
63 C 18.96875 9.41316 12.27813  -0.668
64 Cl 18.05119 9.77255 10.78462  0.538
65 H 19.08903 8.11142 13.95672  0.080
66 H 17.47492 8.36904 13.20986  0.026
67 H 20.02342 9.43323 11.93504  0.077
68 H 18.89693 10.29422 12.96541  0.053
69 Cl 13.48582 12.48694 9.67449  0.440
70 C 15.11772 11.69887 9.14478  -0.607
71 C 15.99587 12.64417 8.44900  -0.644
72 Cl 16.61447 13.86683 9.61763  0.527
73 H 14.77711 10.93379 8.39432  0.020
74 H 15.62930 11.22823 9.97894  0.027
75 H 15.48379 13.15500 7.63684  0.080
76 H 16.84642 12.10547 8.06176  0.079

## Properties
* energy above the lowest of the compared OMol25 structures with the same formula, charge and spin: 23.51 kcal per mole
* lowest unoccupied orbital energy: 0.26 eV
* 2S+1: 1



[6]
ORCA calculation (ωB97M-V/def2-TZVPD) on a molecular structure, C15H29BI2N3O4.

Each line ends with the natural charge from an NBO analysis.
CARTESIAN COORDINATES (ANGSTROEM)
1 C 1.00029 -2.20529 1.52089  -0.668
2 C 0.98360 -3.00228 0.24064  -0.170
3 I 2.38794 -4.54818 0.32499  0.182
4 C 0.21613 -2.77769 -0.82362  -0.168
5 I 0.23924 -4.04619 -2.50623  0.150
6 C -0.80312 -1.67214 -1.03033  -0.325
7 C -2.25353 -1.98045 -0.58958  -0.399
8 C -2.73625 -0.78084 0.24978  -0.245
9 C -2.49545 -1.02607 1.76249  -0.657
10 B -4.30548 -0.54534 -0.04182  1.002
11 N -5.21030 -1.68013 0.01977  -1.132
12 O -4.75585 0.70574 -0.35368  -0.946
13 N -1.83912 0.34568 -0.23510  -0.381
14 C -1.70699 1.59522 0.63785  -0.077
15 N -2.84930 1.87145 1.46005  -0.870
16 C -0.46708 -0.26117 -0.53335  -0.027
17 C 0.32173 0.52735 -1.57413  -0.430
18 C 1.07736 1.74832 -1.05258  -0.395
19 C 2.22944 1.34308 -0.11753  -0.208
20 C 2.50873 2.42525 0.95090  -0.619
21 C 3.49940 0.99850 -0.90762  -0.659
22 H 1.78971 -1.44935 1.49835  0.254
23 H 1.20880 -2.85969 2.36501  0.239
24 H 0.04559 -1.71378 1.69776  0.196
25 H -0.85661 -1.55090 -2.11531  0.234
26 H -2.36344 -2.91244 -0.03956  0.235
27 H -2.84995 -2.05487 -1.50224  0.217
28 H -1.66034 -0.44204 2.15483  0.218
29 H -3.36613 -0.77389 2.37403  0.221
30 H -2.24711 -2.07030 1.94720  0.235
31 H -4.90648 -2.40560 0.66326  0.379
32 H -5.40022 -2.14365 -0.86187  0.407
33 H -4.85015 1.33586 0.36556  0.531
34 H -2.21013 0.66603 -1.13596  0.423
35 H -0.76529 1.47543 1.17657  0.202
36 H -1.58112 2.41419 -0.06606  0.224
37 H -2.88392 2.85595 1.69043  0.392
38 H -2.84578 1.33932 2.32050  0.373
39 H 0.09196 -0.22598 0.39783  0.239
40 H -0.32644 0.76596 -2.42762  0.200
41 H 1.07283 -0.18213 -1.94034  0.250
42 H 1.48868 2.27731 -1.91481  0.236
43 H 0.41474 2.46363 -0.55895  0.169
44 H 1.93322 0.43098 0.41968  0.153
45 H 3.48998 2.87589 0.79569  0.269
46 H 1.76330 3.22882 0.93770  0.172
47 H 2.50701 2.00036 1.95807  0.196
48 H 4.40004 1.36262 -0.40134  0.319
49 H 3.63773 -0.07653 -1.05879  0.192
50 H 3.51020 1.47572 -1.88884  0.223
51 C 6.69714 1.71213 -1.07070  0.912
52 O 7.52131 0.95732 -1.67649  -0.798
53 O 5.99175 2.58042 -1.71147  -0.829
54 O 6.50773 1.60840 0.20609  -0.839

## Properties
* energy above the lowest of the compared OMol25 structures with the same formula, charge and spin: 81.47 kcal per mole
* net charge: -1
* lowest unoccupied orbital energy: 0.80 eV
* 2S+1: 1



- Which value of 2S+1 does entry 4 give?
  1